i.
CH2O2S3 | ωB97M-V with the def2-TZVPD basis set

Each line ends with the Mulliken charge.
Cartesian coordinates (Å):
C (-0.28, 0.43, 0.87)  0.22
O (0.32, 0.91, -2.03)  -0.39
O (0.49, -2.20, 1.11)  -0.51
S (-1.50, 1.12, 1.62)  -0.21
S (1.05, 1.57, -0.76)  -0.02
S (0.75, -0.73, 0.35)  0.27
H (-0.38, 1.40, -2.26)  0.32
H (-0.46, -2.51, 1.09)  0.33

The value obtained for the HOMO energy (spin up / spin down) is -8.528 / -8.528 eV. The calculation puts the HOMO-LUMO gap (spin up / spin down) at 7.90 / 7.90 eV.


ii.
CH2O2S3 | ωB97M-V with the def2-TZVPD basis set

Each line ends with the Mulliken charge.
Cartesian coordinates (Å):
O (-0.86, 1.54, -1.04)  -0.55
S (-1.02, 0.28, 0.19)  0.84
O (-1.92, 0.43, 1.31)  -0.50
S (-0.62, -1.57, -0.51)  -0.01
C (0.55, -0.49, 0.40)  -0.22
S (1.94, 0.13, -0.35)  -0.13
H (0.79, -0.81, 1.42)  0.38
H (1.15, 0.49, -1.42)  0.19

The value obtained for the HOMO energy is -9.919 eV. Its structure (SMILES) is O=S1(=O)S[C@H]1S. The calculation puts the HOMO-LUMO gap at 8.91 eV.


Which one is most stable, and which one is least stable? i is the most stable of them, while ii is the least stable.


i.
H37O18 | ωB97M-V with the def2-TZVPD basis set

Each line ends with the Mulliken charge.
Cartesian coordinates (Å):
O (-0.26, -1.84, 6.18)  -0.61
H (-2.90, -0.43, -1.15)  0.28
H (1.76, 3.79, -2.18)  0.33
O (1.16, 3.23, -1.68)  -0.71
H (-0.08, -1.28, 5.43)  0.28
O (0.20, 0.38, -0.65)  -0.47
H (-0.02, -0.56, -0.51)  0.23
H (0.00, 0.99, 0.07)  0.27
O (4.72, 1.73, 1.39)  -0.53
H (5.18, 2.48, 1.00)  0.27
H (5.48, 1.48, 1.93)  0.27
O (-3.20, -3.45, -1.06)  -0.64
H (-3.82, -4.22, -1.13)  0.33
H (-3.68, -2.62, -1.00)  0.33
O (-0.78, -5.71, 0.82)  -0.60
H (-1.03, -5.82, -0.09)  0.31
H (-1.26, -6.27, 1.42)  0.30
O (-2.66, 3.02, -2.65)  -0.62
H (-3.51, 2.53, -2.65)  0.28
H (-2.48, 3.15, -1.71)  0.38
O (-2.35, 3.95, -0.08)  -0.70
H (-1.91, 4.81, -0.25)  0.33
H (-3.25, 4.28, 0.12)  0.34
O (2.03, -1.75, 3.73)  -0.57
H (2.23, -2.59, 3.31)  0.29
H (-0.92, -2.50, 5.99)  0.31
O (2.55, -1.69, -1.82)  -0.58
H (2.75, -2.36, -1.13)  0.29
H (1.82, -2.10, -2.30)  0.31
O (-0.21, -2.50, 0.44)  -0.59
H (0.29, -2.26, 1.29)  0.29
H (-0.02, -3.48, 0.63)  0.27
O (1.99, 5.68, 0.76)  -0.61
H (1.30, 5.90, 0.11)  0.30
H (1.78, 4.97, 1.35)  0.30
O (-3.74, -0.83, -1.31)  -0.61
H (2.40, -1.17, 3.02)  0.28
H (-4.39, -0.37, -1.83)  0.27
O (2.73, 0.41, 0.66)  -0.66
H (2.94, 1.05, 1.36)  0.39
H (1.88, -0.01, 0.93)  0.23
O (2.74, 0.74, -1.78)  -0.42
H (2.40, 1.62, -2.06)  0.47
H (1.83, 0.35, -1.51)  0.43
O (-2.37, -3.65, -3.33)  -0.64
H (-2.70, -2.85, -2.86)  0.38
H (-2.12, -4.14, -2.54)  0.30
O (2.51, 1.63, 3.82)  -0.57
H (1.61, 1.62, 4.21)  0.30
H (2.96, 1.94, 4.62)  0.29
O (-3.91, 0.28, -3.93)  -0.63
H (-4.45, -0.45, -4.30)  0.31
H (-4.75, 0.81, -4.01)  0.33
H (3.05, 1.17, -0.77)  0.50
H (0.51, 2.92, -2.33)  0.36

The net charge is +1. The value obtained for the HOMO energy is -12.245 eV. The calculation puts the HOMO-LUMO gap at 9.25 eV.


ii.
H37O18 | ωB97M-V with the def2-TZVPD basis set

Each line ends with the Mulliken charge.
Cartesian coordinates (Å):
O (-2.07, -5.25, -2.93)  -0.63
H (5.05, -2.97, -0.25)  0.31
H (-2.80, -4.84, -2.47)  0.30
O (0.50, -0.12, -1.75)  -0.50
H (-0.49, 0.73, -2.25)  0.54
O (0.89, 2.67, -3.35)  -0.62
H (1.61, 2.62, -4.00)  0.30
H (2.82, -2.46, 4.38)  0.29
O (1.67, 3.97, 3.82)  -0.63
H (1.44, -0.32, -2.03)  0.23
H (1.26, 4.37, 2.99)  0.30
O (-0.99, -0.86, 2.86)  -0.65
H (-1.38, -0.09, 3.29)  0.31
H (-1.76, -1.43, 2.88)  0.27
O (-1.35, 1.03, -2.92)  -0.40
H (-1.92, 1.78, -2.61)  0.42
H (-0.89, 1.58, -3.69)  0.42
O (4.83, 0.15, 1.29)  -0.61
H (-2.72, 1.49, -0.34)  0.30
H (-2.49, -0.97, -4.31)  0.31
O (2.80, 2.37, -1.44)  -0.59
H (2.58, 1.49, -1.72)  0.36
H (2.81, 2.55, -0.48)  0.28
O (-3.02, 1.25, 3.94)  -0.64
H (-2.83, 1.35, 4.87)  0.29
H (2.33, -1.30, 3.66)  0.29
O (2.86, -2.10, 3.50)  -0.59
H (4.09, 0.11, 1.91)  0.31
H (1.06, 4.47, 4.42)  0.33
O (-3.95, -1.12, 3.46)  -0.61
H (-4.28, -1.82, 2.88)  0.28
H (-3.22, -1.40, 4.05)  0.31
O (-4.94, 0.95, 1.05)  -0.60
H (-4.77, 1.52, 1.80)  0.32
H (-5.81, 0.94, 0.68)  0.29
O (4.58, -2.65, -1.07)  -0.64
H (-3.72, 0.61, 3.87)  0.37
H (5.28, -3.07, -1.60)  0.31
O (3.19, -1.13, -2.69)  -0.66
H (3.61, -1.85, -2.07)  0.42
H (3.62, -1.23, -3.53)  0.25
O (-0.70, 3.01, 0.34)  -0.63
H (-0.68, 2.87, 1.32)  0.30
H (-0.96, 3.93, 0.26)  0.29
O (0.66, -1.61, 0.84)  -0.73
H (-1.96, -4.71, -3.72)  0.33
H (0.07, -2.24, 0.23)  0.38
O (-1.98, 0.92, -0.55)  -0.69
H (1.26, 3.42, -2.79)  0.31
H (-1.09, 1.34, -0.53)  0.34
O (-2.68, -1.85, -4.72)  -0.62
H (0.62, -0.55, -0.87)  0.37
H (-3.59, -2.07, -4.41)  0.32
H (5.62, 0.56, 1.60)  0.30
H (-0.07, -1.35, 1.43)  0.37

The net charge is +1. The value obtained for the HOMO energy is -13.106 eV. The calculation puts the HOMO-LUMO gap at 10.34 eV.


Which one is most stable, and which one is least stable? ii is the most stable of them, while i is the least stable.


i.
C5H7NO | ωB97M-V with the def2-TZVPD basis set

Each line ends with the Mulliken charge.
Cartesian coordinates (Å):
C (-0.87, -0.10, 1.29)  -1.41
C (-0.12, -0.77, 0.13)  0.64
C (1.04, -1.53, 0.66)  0.07
N (2.01, -2.03, 1.04)  -0.45
C (0.47, 0.14, -0.98)  -0.80
C (-0.06, 1.54, -1.19)  0.00
O (-0.96, 2.09, -0.60)  -0.46
H (-0.23, 0.59, 1.84)  0.33
H (-1.23, -0.87, 1.99)  0.42
H (-1.72, 0.46, 0.91)  0.36
H (-0.79, -1.50, -0.33)  0.23
H (1.55, 0.27, -0.81)  0.37
H (0.40, -0.37, -1.95)  0.35
H (0.51, 2.08, -1.98)  0.34

The value obtained for the HOMO energy is -10.304 eV. Its structure (SMILES) is C[C@H](C#N)CC=O. The calculation puts the HOMO-LUMO gap at 10.96 eV.


ii.
C5H7NO | ωB97M-V with the def2-TZVPD basis set

Each line ends with the Mulliken charge.
Cartesian coordinates (Å):
O (1.66, 1.00, -2.21)  -0.55
C (0.83, 0.11, -2.27)  0.03
N (0.50, -0.72, -1.25)  -0.16
C (1.03, -0.52, 0.10)  -0.55
C (0.10, 0.35, 0.95)  -0.51
C (-1.05, -0.23, 1.51)  -0.18
C (-1.91, -0.73, 2.25)  -0.20
H (0.26, -0.10, -3.20)  0.34
H (-0.32, -1.30, -1.36)  0.23
H (2.00, -0.05, -0.03)  0.28
H (1.16, -1.49, 0.57)  0.33
H (-0.19, 0.04, 2.41)  0.33
H (0.02, 1.39, 0.61)  0.32
H (-2.87, -1.17, 2.15)  0.27

The value obtained for the HOMO energy is -8.326 eV. The calculation puts the HOMO-LUMO gap at 8.93 eV.


Which one is most stable, and which one is least stable? i is the most stable of them, while ii is the least stable.


i.
C5H7NO | ωB97M-V with the def2-TZVPD basis set

Each line ends with the Mulliken charge.
Cartesian coordinates (Å):
C (-1.91, -1.19, 0.07)  0.11
C (-1.03, -0.79, 0.79)  -0.41
C (0.14, -0.26, 1.48)  -0.53
C (1.00, 0.60, 0.50)  -0.62
N (0.93, 0.19, -0.88)  -0.17
C (-0.06, 0.63, -1.72)  0.05
O (-0.47, 0.02, -2.69)  -0.54
H (-2.67, -1.53, -0.60)  0.38
H (0.74, -1.10, 1.88)  0.28
H (-0.15, 0.34, 2.34)  0.30
H (0.67, 1.64, 0.55)  0.30
H (2.05, 0.58, 0.83)  0.28
H (1.20, -0.77, -1.09)  0.26
H (-0.43, 1.64, -1.45)  0.30

The value obtained for the HOMO energy is -9.755 eV. Its structure (SMILES) is C#CCCNC=O. The calculation puts the HOMO-LUMO gap at 10.63 eV.


ii.
C5H7NO | ωB97M-V with the def2-TZVPD basis set

Each line ends with the Mulliken charge.
Cartesian coordinates (Å):
C (-1.46, 0.63, -0.04)  -0.78
C (-0.30, 0.32, -0.79)  0.20
C (0.72, 1.13, -0.30)  -0.29
N (1.44, 0.47, 0.65)  -0.48
C (1.35, -0.93, 0.27)  0.31
O (2.06, -1.79, 0.71)  -0.49
C (0.20, -1.09, -0.74)  -0.31
H (-2.32, -0.05, -0.03)  0.33
H (-1.73, 1.68, 0.11)  0.31
H (-0.83, 0.34, 1.21)  -0.17
H (0.64, 2.21, -0.21)  0.42
H (0.26, 0.35, 1.48)  0.42
H (-0.53, -1.82, -0.37)  0.27
H (0.60, -1.46, -1.69)  0.26

The value obtained for the HOMO energy is -9.044 eV. The calculation puts the HOMO-LUMO gap at 9.14 eV.


Which one is most stable, and which one is least stable? i is the most stable of them, while ii is the least stable.


i.
C5H7NO | ωB97M-V with the def2-TZVPD basis set

Each line ends with the Mulliken charge.
Cartesian coordinates (Å):
H (0.16, -0.48, -1.30)  0.21
N (-0.02, 0.51, -1.10)  -0.72
C (-0.51, 0.66, 0.06)  -0.20
C (-0.89, -0.42, 1.05)  -0.42
C (-0.55, -1.77, 0.59)  -0.71
C (-0.26, -2.86, 0.17)  0.35
H (-0.69, 1.68, 0.40)  0.53
H (-0.44, -0.21, 2.02)  0.29
H (-1.98, -0.34, 1.19)  0.28
H (-0.03, -3.84, -0.18)  0.41
C (1.96, 1.75, -0.31)  -0.01
O (1.85, 2.86, -0.74)  -0.44
H (2.42, 0.91, -0.87)  0.23
H (1.63, 1.46, 0.71)  0.21

The value obtained for the HOMO energy is -9.717 eV. Its structure (SMILES) is [H]/N=C\CC#C.C=O. The calculation puts the HOMO-LUMO gap at 10.47 eV.


ii.
C5H7NO | ωB97M-V with the def2-TZVPD basis set

Each line ends with the Mulliken charge.
Cartesian coordinates (Å):
C (0.46, 1.69, 0.18)  -1.12
C (-0.47, 0.71, -0.52)  -0.51
C (-0.12, -0.74, -0.24)  1.10
C (1.24, -1.12, -0.63)  -0.09
N (2.33, -1.38, -0.93)  -0.43
C (-0.77, -1.51, 0.82)  -0.68
O (-1.11, -1.71, -0.54)  -0.46
H (0.42, 1.56, 1.27)  0.30
H (0.17, 2.72, -0.04)  0.34
H (1.50, 1.56, -0.14)  0.35
H (-1.51, 0.85, -0.20)  0.37
H (-0.45, 0.87, -1.61)  0.25
H (-0.23, -2.33, 1.29)  0.30
H (-1.53, -1.02, 1.43)  0.28

The value obtained for the HOMO energy is -11.142 eV. Its structure (SMILES) is CC[C@@]1(C#N)CO1. The calculation puts the HOMO-LUMO gap at 11.96 eV.


iii.
C5H7NO | ωB97M-V with the def2-TZVPD basis set

Each line ends with the Mulliken charge.
Cartesian coordinates (Å):
O (-2.52, 0.19, -0.53)  -0.49
C (-1.33, 0.10, 0.13)  -0.31
C (-0.59, -1.07, 0.15)  -0.37
C (0.88, -0.96, -0.05)  0.00
C (1.26, 0.37, -0.77)  -0.50
C (1.08, 0.81, 0.67)  -0.27
N (1.15, -0.34, 1.28)  -0.57
H (-3.05, 0.95, -0.22)  0.37
H (-1.36, 0.79, 0.96)  0.32
H (-1.15, -2.00, 0.16)  0.38
H (1.41, -1.88, -0.30)  0.47
H (0.64, 0.81, -1.54)  0.25
H (2.32, 0.48, -1.07)  0.26
H (1.28, 1.79, 1.10)  0.44

The value obtained for the HOMO energy is -7.999 eV. The calculation puts the HOMO-LUMO gap at 8.57 eV.


iv.
C5H7NO | ωB97M-V with the def2-TZVPD basis set

Each line ends with the Mulliken charge.
Cartesian coordinates (Å):
C (-0.97, -1.63, 0.62)  -1.20
C (-0.95, -0.21, 0.13)  0.53
O (-1.91, 0.53, 0.24)  -0.55
C (0.33, 0.32, -0.56)  0.62
C (0.55, 1.81, -0.29)  -1.33
C (1.51, -0.48, -0.22)  0.02
N (2.44, -1.11, 0.07)  -0.43
H (-1.99, -2.01, 0.63)  0.37
H (-0.59, -1.63, 1.65)  0.29
H (-0.32, -2.29, 0.04)  0.39
H (0.14, 0.17, -1.63)  0.21
H (0.95, 1.96, 0.71)  0.35
H (1.24, 2.24, -1.01)  0.37
H (-0.42, 2.32, -0.37)  0.36

The value obtained for the HOMO energy is -10.288 eV. Its structure (SMILES) is CC(=O)[C@@H](C)C#N. The calculation puts the HOMO-LUMO gap at 10.94 eV.


Which one is most stable, and which one is least stable? iv is the most stable of them, while iii is the least stable.